1.
Below is C4H5N3O as an isolated structure, with properties calculated with the ωB97M-V functional and the def2-TZVPD basis.

The geometry in XYZ format:
```
13
Properties=species:S:1:pos:R:3:forces:R:3
C -0.19247 0.25837 1.26417 2.7017 5.4782 0.2209
C -0.67958 -0.72995 -0.63799 -0.8403 2.1368 0.3165
C 1.24529 -0.11844 -1.02991 -1.5216 -2.5995 -1.3384
C 0.37974 -0.07844 0.10533 -1.7482 -1.9091 0.3046
H 0.82430 1.79667 1.97977 5.0076 1.9150 -1.1622
H -1.93274 -0.50371 2.16716 1.0857 2.6563 -4.2921
H 0.16059 -0.56045 -2.77066 -1.9262 -0.2609 0.4982
H 1.96181 -0.84425 -0.91684 2.5498 -1.0280 0.0457
H 1.49792 0.79280 -1.45174 0.6413 1.5637 -1.1468
N -1.48282 0.11297 1.05942 -6.5958 -3.7999 5.8047
N -1.90694 -0.56783 -0.07829 2.9932 -0.7957 -0.7435
N 0.08462 -0.98610 -1.83718 2.6360 1.7037 1.2393
O 0.04029 1.42836 2.14677 -4.9832 -5.0604 0.2529
```
Forces are in eV/Å.

Values from the calculation:
Frontier orbital gap ... 9.37 eV
HOMO ... -8.860 eV

2.
Below is a single C4H5N3O molecule, with properties calculated with the ωB97M-V functional and the def2-TZVPD basis.

The geometry in XYZ format:
```
13
Properties=species:S:1:pos:R:3:forces:R:3
C -2.45221 0.39571 -0.12226 -2.4485 -0.9760 -1.3177
N -1.39734 1.01070 0.06806 1.8675 2.6021 0.8380
N -0.20145 0.43508 0.18810 0.3197 0.5492 -0.5504
N -0.10691 -0.97417 0.01179 1.4744 1.1408 -0.7063
C 1.27105 -1.17669 -0.05398 1.1003 -2.1720 0.8208
C 2.00428 -0.07837 -0.08681 -2.3380 2.4626 -0.6554
C 1.08046 1.10417 -0.02368 0.8730 1.7082 1.1797
O 1.39567 2.32956 0.02775 -1.9268 -4.3461 -0.4856
H -2.38755 -0.69552 -0.41781 -0.8251 1.0848 0.5392
H -3.38624 1.08344 -0.18646 1.5171 -1.7763 0.0833
H -0.52832 -1.42950 0.78726 -0.4947 -0.5733 0.8138
H 1.72278 -2.18242 0.11259 -0.9036 0.7053 -0.5522
H 2.98578 0.17800 -0.30455 1.7848 -0.4094 -0.0073
```
Forces are in eV/Å.

Values from the calculation:
SMILES ... C=Nn1[nH]ccc1=O
Frontier orbital gap ... 9.63 eV
HOMO ... -9.127 eV

3.
Below is a single C4H5N3O molecule, with properties calculated with the ωB97M-V functional and the def2-TZVPD basis.

The geometry in XYZ format:
```
13
Properties=species:S:1:pos:R:3:forces:R:3
C -2.62143 -0.34036 0.10355 -0.9487 0.0183 0.2800
N -1.79624 0.49591 -0.39825 0.2708 -1.6490 1.1569
N -0.53780 -0.13120 -0.31831 1.7783 0.4661 -0.3204
C 0.46454 0.65936 -0.23223 -2.6130 2.3634 -0.5417
C 0.30883 2.17020 -0.12780 0.2639 -0.6363 0.2512
N 0.31095 3.30163 0.10090 -0.1234 -0.8796 -0.3345
O 1.72397 0.34986 -0.23404 1.2773 -0.5571 0.8004
C 1.99786 -1.02423 0.05315 0.4431 -1.0166 0.8484
H -2.43464 -1.37505 0.50310 0.4536 1.1635 -0.5703
H -3.64388 -0.00923 0.20371 -0.2468 0.1357 -0.2231
H 1.45800 -1.34869 1.02647 0.9066 0.4987 -1.7341
H 1.65414 -1.58332 -0.81684 -0.1244 -0.3979 0.3392
H 3.11571 -1.16488 0.13657 -1.3373 0.4908 0.0479
```
Forces are in eV/Å.

Values from the calculation:
SMILES ... C=N/N=C(\C#N)OC
Frontier orbital gap ... 10.42 eV
HOMO ... -10.116 eV

4.
Below is C4H5N3O as an isolated structure, with properties calculated with the ωB97M-V functional and the def2-TZVPD basis.

The geometry in XYZ format:
```
13
Properties=species:S:1:pos:R:3:forces:R:3
C 0.24803 -1.53501 2.48311 1.2296 -1.1387 -2.4971
C -0.01051 -1.24286 1.05892 0.1108 -0.6980 4.6843
C 0.62055 1.75302 -0.55729 2.7794 -1.3029 3.6131
C -0.48664 0.05512 -1.06915 -1.4234 -4.8008 2.9040
H 1.48889 -1.37831 3.18886 -4.6150 -0.1107 -2.4263
H -0.58133 -2.43110 2.83165 3.0384 2.6954 -0.7523
H -0.79518 -1.85358 0.70257 -1.0054 -0.5058 -0.4784
H 1.41325 2.44228 -0.57625 0.0013 2.0242 -0.4417
H -2.00268 0.11094 -2.02162 1.6877 -3.5690 0.8763
N 0.28142 -0.34628 0.04569 2.4438 2.1520 2.1704
N -0.14137 1.26865 -1.36609 -1.8202 3.6050 -5.4744
N -1.38129 -0.73940 -1.48455 -2.7879 3.7402 -2.3783
O 0.86714 0.95592 0.50199 0.3609 -2.0909 0.2004
```
Forces are in eV/Å.

Values from the calculation:
Frontier orbital gap ... 8.49 eV
HOMO ... -8.558 eV

5.
Below is C4H5N3O as an isolated structure, with properties calculated with the ωB97M-V functional and the def2-TZVPD basis.

The geometry in XYZ format:
```
13
Properties=species:S:1:pos:R:3:forces:R:3
C -0.34195 0.70751 0.04764 3.5112 6.3672 -0.2296
C -2.09620 -0.29109 -0.17272 0.7890 -2.1204 0.0699
C -1.09110 -1.17464 0.13274 -3.1865 -4.3542 2.4203
C 2.14839 -0.19401 -0.33234 -0.2276 -9.5810 0.9293
H 0.28539 2.47536 0.45302 -2.5190 4.5086 1.1992
H -3.13498 -0.30806 -0.32628 -1.0695 -1.0753 -0.0347
H -1.26111 -2.21687 0.65221 0.7353 2.0288 -1.7301
H 1.91454 0.78517 -0.17368 0.4601 2.0123 -0.1974
H 3.10375 -0.72705 -0.51356 -0.3705 1.1941 -0.3225
N -1.56506 0.91709 -0.31094 2.2220 2.5971 0.7304
N 0.09176 -0.48848 0.34529 -3.1387 -3.4485 -0.6328
N 1.24654 -1.21240 -0.02078 3.7282 6.5002 -0.6862
O 0.70005 1.72745 0.21939 -0.9339 -4.6288 -1.5159
```
Forces are in eV/Å.

Values from the calculation:
Frontier orbital gap ... 9.02 eV
HOMO ... -8.759 eV

6.
Below is C4H5N3O as an isolated structure, with properties calculated with the ωB97M-V functional and the def2-TZVPD basis.

The geometry in XYZ format:
```
13
Properties=species:S:1:pos:R:3:forces:R:3
C -0.01519 0.83766 1.09975 0.7357 -2.1848 -0.8868
C -0.70051 -0.14684 -0.79892 -0.0013 2.3448 0.2904
C 0.86291 -1.33695 -0.66209 0.2618 1.0149 0.6818
C 0.30395 -0.16633 0.17387 -0.1802 0.2078 0.4938
H 1.29237 0.69386 2.41084 1.1346 -0.7086 0.3606
H -1.58168 2.25711 0.94258 0.5768 -1.8338 -0.6380
H -0.13004 -1.06917 -2.68027 0.2848 0.0275 -0.4673
H 0.50369 -2.20536 -0.17945 1.0394 -1.5478 0.4791
H 1.85757 -1.13706 -0.93908 1.4542 -0.8289 -0.3698
N -1.17720 1.32997 0.64312 -1.9471 1.7294 -0.5105
N -1.64509 0.74489 -0.60194 0.3402 0.8679 0.9918
N -0.12482 -1.06020 -1.68982 -2.0166 0.3125 1.0165
O 0.55404 1.25842 2.28143 -1.6822 0.5991 -1.4418
```
Forces are in eV/Å.

Values from the calculation:
Frontier orbital gap ... 8.86 eV
HOMO ... -8.293 eV

Calculated values (eV Å⁻¹) of maximum force for the records, taken in order: 9.573, 4.779, 3.565, 6.803, 9.629, 2.654.
Calculated values (eV) of energy relative to the best compared isomer or geometry (same formula, charge and spin) for the records, taken in order: 7.5020, 3.9651, 3.8008, 7.7983, 5.2808, 4.5358.